A cluster of 8 separate species, C40H69Br2F3N2O26 in total. Source: the OMol25 dataset; level of theory: ωB97M-V with the def2-TZVPD basis set.

Results
**SMILES string**: C#C[C@H](CC[C@](F)(Br)C(F)(F)Br)OC[C@@H](O[C@H](CC=O)NCCC)N(C(C)=O)C(C)=O.COC(=O)OC.COC(=O)OC.COC(=O)OC.COC(=O)OC.COC(=O)OC.COC(=O)OC.COC(=O)OC
**E_LUMO**: 0.28 eV

Each line ends with the Mulliken charge.
Cartesian coordinates (Å):
1 C 4.459 -0.925 3.891  -0.188
2 C 3.950 -0.372 2.955  -1.570
3 C 3.538 0.258 1.669  2.546
4 C 4.703 0.466 0.680  -0.364
5 C 5.934 -0.436 0.823  -1.559
6 C 5.768 -1.903 0.402  0.785
7 F 5.405 -2.710 1.419  -0.286
8 Br 7.552 -2.547 -0.177  -0.095
9 C 4.800 -2.163 -0.778  0.049
10 F 3.532 -1.960 -0.420  -0.034
11 F 4.882 -3.466 -1.119  -0.251
12 Br 5.239 -1.160 -2.391  -0.012
13 O 3.003 1.552 1.959  -0.455
14 C 1.597 1.520 2.119  -1.449
15 C 0.851 1.571 0.795  0.238
16 O -0.527 1.436 1.089  -0.436
17 C -1.060 0.197 0.684  -0.445
18 C -2.603 0.381 0.631  -0.471
19 C -3.147 0.404 -0.782  -0.079
20 O -4.101 -0.244 -1.130  -0.506
21 N -0.655 -0.878 1.576  -0.064
22 C -1.048 -2.212 1.037  -0.019
23 C 0.159 -3.171 0.948  -0.139
24 C 0.550 -3.519 -0.510  -1.001
25 N 0.981 2.880 0.115  0.267
26 C 2.293 3.085 -0.470  0.546
27 C 3.270 3.973 0.283  -1.127
28 O 2.609 2.616 -1.529  -0.532
29 C -0.040 2.903 -0.926  0.609
30 C -0.953 4.106 -0.980  -1.386
31 O -0.192 1.995 -1.696  -0.319
32 H 4.921 -1.400 4.723  0.529
33 H 2.759 -0.383 1.248  -0.471
34 H 4.285 0.432 -0.325  0.002
35 H 5.042 1.490 0.839  0.370
36 H 6.701 -0.024 0.167  0.544
37 H 6.357 -0.416 1.825  0.533
38 H 1.283 0.644 2.693  0.250
39 H 1.312 2.403 2.697  0.417
40 H 1.201 0.770 0.131  0.688
41 H -0.715 -0.094 -0.315  0.730
42 H -2.838 1.322 1.140  0.578
43 H -3.122 -0.405 1.178  -0.030
44 H -2.609 1.020 -1.529  0.359
45 H -1.157 -0.761 2.450  0.369
46 H -1.813 -2.628 1.698  -0.324
47 H -1.534 -2.101 0.063  0.308
48 H 1.011 -2.694 1.431  0.082
49 H -0.102 -4.077 1.496  0.335
50 H 0.123 -2.811 -1.223  0.271
51 H 0.176 -4.506 -0.784  0.366
52 H 1.633 -3.521 -0.614  0.076
53 H 4.245 3.496 0.210  0.204
54 H 3.315 4.961 -0.171  0.458
55 H 3.013 4.010 1.340  0.207
56 H -1.382 4.134 -1.982  0.374
57 H -1.774 3.949 -0.279  0.231
58 H -0.433 5.048 -0.815  0.364
59 C -3.184 3.932 6.029  -0.634
60 O -3.686 3.385 4.807  -0.214
61 C -4.983 3.606 4.603  0.658
62 O -5.725 4.203 5.337  -0.571
63 O -5.319 3.049 3.439  -0.186
64 C -6.694 3.205 3.083  -0.765
65 H -2.127 3.686 6.074  0.231
66 H -3.298 5.014 6.044  0.271
67 H -3.690 3.489 6.885  0.290
68 H -6.954 4.257 2.979  0.347
69 H -7.340 2.731 3.820  0.356
70 H -6.829 2.709 2.126  0.204
71 C 2.309 -3.842 -8.847  -0.617
72 O 2.421 -4.159 -7.458  -0.349
73 C 3.437 -3.563 -6.840  0.819
74 O 4.229 -2.812 -7.351  -0.598
75 O 3.430 -3.935 -5.565  -0.345
76 C 4.481 -3.363 -4.780  -0.529
77 H 1.449 -4.389 -9.221  0.213
78 H 2.144 -2.775 -8.985  0.275
79 H 3.201 -4.158 -9.386  0.303
80 H 4.400 -2.282 -4.775  0.169
81 H 5.454 -3.669 -5.163  0.333
82 H 4.360 -3.739 -3.769  0.195
83 C -0.954 1.585 -8.896  -0.639
84 O -0.848 0.729 -7.758  -0.328
85 C -0.514 1.360 -6.630  0.709
86 O -0.310 2.540 -6.520  -0.549
87 O -0.450 0.459 -5.655  -0.348
88 C -0.096 1.000 -4.375  -0.565
89 H -1.228 0.952 -9.735  0.218
90 H -1.729 2.334 -8.743  0.294
91 H -0.001 2.068 -9.104  0.300
92 H -0.832 1.727 -4.050  0.316
93 H 0.893 1.454 -4.411  0.324
94 H -0.081 0.172 -3.673  0.279
95 C -2.088 7.719 11.170  -0.638
96 O -2.588 7.171 9.950  -0.312
97 C -3.889 7.389 9.746  0.757
98 O -4.627 7.985 10.484  -0.539
99 O -4.224 6.831 8.584  -0.232
100 C -5.602 6.986 8.232  -0.585
101 H -1.031 7.473 11.211  0.216
102 H -2.207 8.801 11.183  0.293
103 H -2.594 7.277 12.026  0.295
104 H -5.856 8.040 8.130  0.313
105 H -6.243 6.514 8.974  0.316
106 H -5.745 6.489 7.276  0.122
107 C 6.234 -0.618 -8.049  -0.510
108 O 6.883 -0.236 -9.270  -0.342
109 C 7.696 -1.159 -9.771  0.785
110 O 7.923 -2.241 -9.296  -0.541
111 O 8.225 -0.679 -10.900  -0.328
112 C 9.126 -1.575 -11.549  -0.629
113 H 5.609 0.221 -7.753  0.264
114 H 5.608 -1.491 -8.194  0.298
115 H 6.971 -0.805 -7.268  0.279
116 H 8.617 -2.494 -11.835  0.293
117 H 9.974 -1.802 -10.905  0.289
118 H 9.480 -1.067 -12.442  0.213
119 C -6.091 -0.732 1.199  -0.438
120 O -6.613 -1.489 2.298  -0.301
121 C -6.795 -2.782 2.031  0.780
122 O -6.568 -3.327 0.985  -0.560
123 O -7.256 -3.371 3.137  -0.347
124 C -7.483 -4.775 3.000  -0.637
125 H -5.983 0.295 1.540  0.178
126 H -5.123 -1.112 0.897  0.144
127 H -6.778 -0.754 0.355  0.365
128 H -6.557 -5.294 2.760  0.282
129 H -8.232 -4.970 2.234  0.303
130 H -7.852 -5.124 3.960  0.229
131 C -1.748 -7.830 4.713  -0.633
132 O -2.684 -6.842 5.150  -0.350
133 C -2.528 -5.650 4.578  0.820
134 O -1.694 -5.364 3.759  -0.554
135 O -3.457 -4.828 5.069  -0.342
136 C -3.406 -3.506 4.533  -0.548
137 H -1.987 -8.742 5.252  0.219
138 H -1.848 -8.007 3.644  0.298
139 H -0.730 -7.526 4.950  0.295
140 H -3.571 -3.524 3.455  0.155
141 H -2.451 -3.035 4.762  0.339
142 H -4.203 -2.938 5.004  0.281

Forces on atoms 1 to 3 (eV/Å):
C -0.2 0.2 0.0
C 0.4 0.0 -0.5
C 0.2 -0.1 1.0

---

A structure of composition C25H28N2O4STi. Source: the OMol25 dataset; level of theory: ωB97M-V with the def2-TZVPD basis set.

Results
**<S²>**: 0.75
**Spin multiplicity**: 2
**Charge**: +1
**E_LUMO (spin up / spin down)**: -3.23 / -3.21 eV

Each line ends with the Mulliken spin population.
Cartesian coordinates (Å):
1 Ti 0.526 0.446 -0.640  0.980
2 C 2.408 -0.854 -0.025  -0.006
3 C 2.840 0.312 -0.695  0.013
4 C 2.366 0.251 -2.027  -0.010
5 C 1.648 -0.960 -2.177  0.004
6 C 1.683 -1.639 -0.941  -0.003
7 H 2.564 -1.096 1.014  0.005
8 H 3.414 1.121 -0.266  -0.003
9 H 2.518 1.001 -2.789  -0.005
10 H 1.187 -1.313 -3.088  0.001
11 H 1.213 -2.583 -0.712  0.005
12 C 0.692 -2.198 3.522  0.000
13 O 0.107 -1.830 2.282  0.007
14 C -1.290 -1.943 2.207  0.004
15 C -1.823 -0.920 1.222  0.001
16 O -1.149 -0.983 -0.052  0.018
17 C -1.483 -2.168 -0.772  0.016
18 H -0.065 -2.390 4.285  0.000
19 H 1.328 -1.381 3.867  0.000
20 H 1.297 -3.099 3.398  0.000
21 H -1.769 -1.736 3.172  0.000
22 H -1.580 -2.966 1.926  0.000
23 H -1.675 0.095 1.580  -0.004
24 H -2.892 -1.087 1.050  0.001
25 H -1.297 -3.053 -0.160  -0.001
26 H -0.847 -2.223 -1.649  -0.009
27 H -2.535 -2.139 -1.070  0.003
28 C 5.823 4.142 3.471  0.000
29 C 4.513 3.728 2.871  0.000
30 C 3.710 4.660 2.214  0.000
31 C 2.503 4.287 1.653  0.000
32 C 2.095 2.959 1.741  0.003
33 C 2.874 2.016 2.386  -0.004
34 C 4.077 2.410 2.950  0.000
35 S 0.539 2.570 1.053  -0.010
36 O -0.437 3.469 1.585  -0.001
37 O 0.324 1.106 1.332  -0.003
38 N 0.668 2.558 -0.538  0.013
39 C -0.325 3.228 -1.300  -0.024
40 C -0.626 4.558 -1.218  -0.004
41 C -1.645 5.131 -2.011  -0.002
42 C -2.349 4.374 -2.899  0.001
43 C -2.061 2.990 -3.016  0.005
44 C -2.721 2.150 -3.939  0.005
45 C -2.393 0.825 -4.020  0.003
46 C -1.420 0.327 -3.139  0.014
47 N -0.784 1.073 -2.253  -0.047
48 C -1.064 2.417 -2.207  0.037
49 H 5.810 5.193 3.753  0.000
50 H 6.638 4.003 2.758  0.000
51 H 6.057 3.552 4.356  0.000
52 H 4.031 5.691 2.153  0.000
53 H 1.881 5.022 1.163  0.000
54 H 2.540 0.991 2.462  0.002
55 H 4.684 1.680 3.470  0.000
56 H -0.079 5.187 -0.530  0.000
57 H -1.850 6.187 -1.908  0.000
58 H -3.122 4.803 -3.520  0.000
59 H -3.478 2.573 -4.586  0.000
60 H -2.861 0.157 -4.727  0.000
61 H -1.154 -0.720 -3.174  -0.005

Forces on atoms 1 to 3 (eV/Å):
Ti 0.3 -0.9 0.1
C 0.0 0.1 0.0
C 0.0 0.1 0.0

---

A cluster of 2 separate species, C6H15PS2 in total. Source: the OMol25 dataset; level of theory: ωB97M-V with the def2-TZVPD basis set.

Results
**E_LUMO (spin up / spin down)**: -2.64 / -2.64 eV

Each line ends with the natural charge from an NBO analysis.
Cartesian coordinates (Å):
1 C 0.915 2.500 1.380  -0.626
2 C -1.266 -2.441 -0.201  -0.642
3 C 1.521 -0.464 0.512  -0.636
4 C 1.058 1.997 -0.099  -0.392
5 C -1.560 -1.335 0.758  -0.708
6 C 0.639 0.510 -0.183  -0.581
7 P -1.162 0.453 0.212  0.808
8 S -2.459 -0.968 -4.032  -0.249
9 S -2.078 0.709 -1.696  -0.226
10 H 1.298 3.552 1.286  0.217
11 H -0.137 2.436 1.693  0.213
12 H 1.608 1.916 1.922  0.206
13 H -1.394 -3.480 0.299  0.221
14 H -2.008 -2.675 -1.041  0.235
15 H -0.235 -2.370 -0.610  0.216
16 H 1.194 -0.952 1.539  0.215
17 H 1.727 -1.336 -0.087  0.226
18 H 2.562 0.001 0.685  0.222
19 H 2.158 2.089 -0.384  0.204
20 H 0.627 2.707 -0.819  0.226
21 H -1.269 -1.497 1.803  0.239
22 H -2.646 -1.188 0.903  0.240
23 H 0.684 0.315 -1.305  0.257
24 H -3.055 -1.429 -2.951  0.114

Forces on atoms 1 to 3 (eV/Å):
C 0.2 1.6 -2.9
C -0.3 -3.2 -0.7
C 2.1 -0.9 2.8

---

A cluster of 2 separate species, C4H12 in total. Source: the OMol25 dataset; level of theory: ωB97M-V with the def2-TZVPD basis set.

Results
**SMILES string**: CC.CC
**E_LUMO**: 1.18 eV

Each line ends with the natural charge from an NBO analysis.
Cartesian coordinates (Å):
1 C 1.324 -1.775 0.549  -0.630
2 C 1.487 -0.914 -0.695  -0.624
3 H 0.762 -1.223 1.318  0.202
4 H 0.513 -2.517 0.463  0.209
5 H 2.191 -2.150 1.080  0.214
6 H 1.128 0.102 -0.506  0.208
7 H 0.724 -1.251 -1.401  0.207
8 H 2.466 -1.001 -1.153  0.214
9 C -1.033 1.763 -0.546  -0.618
10 C -1.557 0.934 0.611  -0.623
11 H 0.049 1.825 -0.518  0.203
12 H -1.396 1.520 -1.541  0.213
13 H -1.398 2.785 -0.372  0.206
14 H -0.862 0.124 0.840  0.201
15 H -2.475 0.373 0.354  0.205
16 H -1.921 1.404 1.518  0.214

Forces on atoms 1 to 3 (eV/Å):
C -1.9 0.3 1.4
C -1.1 -0.4 0.0
H 0.6 0.6 0.1

---

Repeat the fourth record exactly.
A cluster of 2 separate species, C4H12 in total. Source: the OMol25 dataset; level of theory: ωB97M-V with the def2-TZVPD basis set.

Results
**SMILES string**: CC.CC
**E_LUMO**: 1.18 eV

Each line ends with the natural charge from an NBO analysis.
Cartesian coordinates (Å):
1 C 1.324 -1.775 0.549  -0.630
2 C 1.487 -0.914 -0.695  -0.624
3 H 0.762 -1.223 1.318  0.202
4 H 0.513 -2.517 0.463  0.209
5 H 2.191 -2.150 1.080  0.214
6 H 1.128 0.102 -0.506  0.208
7 H 0.724 -1.251 -1.401  0.207
8 H 2.466 -1.001 -1.153  0.214
9 C -1.033 1.763 -0.546  -0.618
10 C -1.557 0.934 0.611  -0.623
11 H 0.049 1.825 -0.518  0.203
12 H -1.396 1.520 -1.541  0.213
13 H -1.398 2.785 -0.372  0.206
14 H -0.862 0.124 0.840  0.201
15 H -2.475 0.373 0.354  0.205
16 H -1.921 1.404 1.518  0.214

Forces on atoms 1 to 3 (eV/Å):
C -1.9 0.3 1.4
C -1.1 -0.4 0.0
H 0.6 0.6 0.1